Entry from the OMol25 dataset: a cluster of 2 separate species, C5H12NO2 in total (ωB97M-V/def2-TZVPD).

Energy above the lowest of the compared OMol25 structures with the same formula, charge and spin, eV: 3.320
Orbital gap (spin up / spin down), eV: 2.94 / 7.12
HOMO (spin up / spin down), eV: 3.60 / -0.60
Expectation value of S²: 0.752
E_tot, a.u.: -402.71039

Geometry as ORCA input:
```
! wB97M-V def2-TZVPD RIJCOSX def2/J DEFGRID3
* xyz -2 2
C -0.3282 -1.6413 -1.8796
O 0.9532 -1.6340 -1.9943
C -0.9777 -0.1004 -1.1171
C -0.4188 -0.2510 0.3619
C -0.7424 0.8860 1.3757
C 0.1733 2.9699 1.9643
N 0.4454 1.8064 1.4966
H -1.0587 -1.6430 -2.6977
H -0.6141 -2.4952 -1.2703
H -2.1737 -0.2536 -1.2018
H -0.7955 0.7636 -1.8005
H 0.6638 -0.5123 0.3665
H -1.0264 -1.0575 0.8343
H -0.8434 0.4596 2.4165
H -1.7604 1.3596 1.1601
H 0.9478 3.7210 2.3319
H -0.7800 3.4565 1.9078
H 3.3599 -2.0001 -1.1560
H 2.0453 -1.6899 -0.7998
O 2.9306 -2.1443 -0.2984
*
```